No. 1
Here is C54H58N3O3S4SiTi as an isolated structure from the OMol25 dataset. Energies are from ωB97M-V/def2-TZVPD.

Geometry as XYZ:
```
124
Properties=species:S:1:pos:R:3:lowdin_charge:R:1
Ti 0.0471 0.1439 -1.6735 0.85
C -5.1700 5.3736 2.0347 -0.02
C -3.9474 4.5830 1.6908 -0.24
C -3.9555 3.1864 1.7571 0.00
C -2.8267 2.4473 1.4608 -0.05
C -1.6709 3.1189 1.0711 -0.38
C -1.6413 4.5066 0.9739 -0.06
C -2.7785 5.2278 1.2955 -0.01
S -0.1762 2.2925 0.6582 1.16
O -0.7000 1.0284 -0.1157 -0.58
C 0.5725 1.7114 2.1627 -0.30
C 1.5699 2.6332 2.5623 -0.08
C 2.2663 2.4206 3.7147 -0.01
C 2.0444 1.2567 4.4845 -0.16
C 2.7991 1.0029 5.6557 0.00
C 2.5970 -0.1368 6.3764 -0.03
C 1.6265 -1.0749 5.9609 -0.03
C 0.8776 -0.8537 4.8423 0.00
C 1.0673 0.3213 4.0657 -0.11
C 0.2960 0.5787 2.8900 -0.15
C -0.7901 -0.3846 2.5746 -0.15
C -2.0366 -0.2712 3.2672 -0.12
C -2.2782 0.7570 4.2146 -0.01
C -3.4779 0.8316 4.8626 -0.03
C -4.4955 -0.1078 4.5954 -0.03
C -4.2934 -1.1044 3.6822 -0.01
C -3.0600 -1.2112 2.9995 -0.14
C -2.8350 -2.2560 2.0623 0.02
C -1.6397 -2.3755 1.4251 -0.04
C -0.6184 -1.4319 1.7033 -0.33
S 0.9012 -1.5104 0.8262 1.20
O 0.4144 -1.4274 -0.6895 -0.57
C 1.4046 -3.1969 0.9337 -0.38
C 2.2096 -3.6944 -0.0833 -0.07
C 2.7309 -4.9700 0.0469 -0.01
C 2.4789 -5.7440 1.1804 -0.24
C 3.0252 -7.1326 1.3012 -0.02
C 1.6919 -5.2016 2.1951 0.00
C 1.1512 -3.9323 2.0853 -0.05
H -6.0093 4.7263 2.2783 0.08
H -5.4629 6.0164 1.2040 0.10
H -4.9786 6.0208 2.8914 0.10
H -4.8623 2.6767 2.0557 0.12
H -2.8474 1.3704 1.5161 0.11
H -0.7414 5.0186 0.6588 0.12
H -2.7581 6.3076 1.2329 0.13
H 1.7848 3.5006 1.9518 0.11
H 3.0179 3.1297 4.0348 0.13
H 3.5362 1.7300 5.9685 0.13
H 3.1723 -0.3252 7.2716 0.12
H 1.4737 -1.9726 6.5436 0.12
H 0.1236 -1.5730 4.5555 0.11
H -1.5047 1.4817 4.4280 0.13
H -3.6519 1.6107 5.5919 0.12
H -5.4365 -0.0416 5.1241 0.12
H -5.0681 -1.8315 3.4801 0.12
H -3.6304 -2.9646 1.8736 0.13
H -1.4548 -3.1762 0.7212 0.12
H 2.4258 -3.1034 -0.9642 0.11
H 3.3538 -5.3728 -0.7406 0.13
H 3.8114 -7.3145 0.5719 0.09
H 2.2332 -7.8635 1.1327 0.10
H 3.4306 -7.3110 2.2960 0.09
H 1.4928 -5.7846 3.0845 0.13
H 0.5397 -3.5340 2.8837 0.11
C 4.4505 0.7283 -4.2926 0.01
N 3.3532 1.6821 -4.1814 -0.08
C 3.4666 3.0487 -4.3161 0.02
C 2.2381 3.5764 -4.1392 0.01
N 1.3742 2.5170 -3.8988 0.02
C 2.0850 1.3603 -3.9146 -0.64
S 1.5110 -0.2364 -3.7060 0.80
C -0.0307 2.6643 -3.7692 -0.22
C -0.6948 3.5163 -4.6385 0.05
C -2.0559 3.7095 -4.4603 0.01
C -2.7014 3.0598 -3.4174 0.00
C -1.9520 2.2370 -2.5994 -0.11
N -0.6423 2.0099 -2.7784 0.05
H 5.3699 1.2937 -4.4118 0.11
H 4.2966 0.0897 -5.1597 0.11
H 4.4896 0.1343 -3.3831 0.08
H 4.4125 3.5166 -4.5210 0.14
H 1.8983 4.5954 -4.1389 0.14
H -0.1579 3.9968 -5.4435 0.14
H -2.5967 4.3614 -5.1327 0.13
H -3.7561 3.1937 -3.2293 0.13
H -2.4118 1.7191 -1.7652 0.11
C 4.2545 0.0629 1.8782 -0.15
Si 4.5219 1.1401 0.3722 0.47
C 5.8325 0.4386 -0.7659 -0.18
C 4.8848 2.9208 0.8242 -0.16
C 2.9018 1.0869 -0.5680 -0.13
C 1.8333 0.9590 -1.1455 -0.27
H 5.0554 0.2214 2.6021 0.05
H 4.2562 -0.9975 1.6204 0.04
H 3.3101 0.3001 2.3732 0.01
H 6.7328 0.1895 -0.2018 0.05
H 6.1265 1.1512 -1.5366 0.03
H 5.4879 -0.4783 -1.2468 0.03
H 5.9614 3.0891 0.8644 0.04
H 4.4792 3.1714 1.8035 0.02
H 4.4698 3.6179 0.0965 0.03
C -5.5569 -1.0949 -4.1852 -0.08
C -4.0984 -0.6685 -4.0780 -0.30
C -3.1787 -1.8786 -4.1457 -0.33
S -1.4543 -1.3960 -4.2430 1.04
O -1.2497 -0.7881 -2.8208 -0.66
C -0.6381 -2.9922 -4.1823 -0.32
C -0.8386 -3.7919 -2.8896 -0.28
C -1.4360 -5.1676 -3.1487 -0.08
H -6.2176 -0.2344 -4.1046 0.08
H -5.8258 -1.7941 -3.3934 0.09
H -5.7576 -1.5785 -5.1406 0.09
H -3.9251 -0.1488 -3.1321 0.10
H -3.8474 0.0303 -4.8811 0.11
H -3.3602 -2.4715 -5.0465 0.12
H -3.2832 -2.5249 -3.2726 0.11
H 0.4061 -2.7891 -4.4180 0.07
H -1.0591 -3.5029 -5.0553 0.11
H -1.4574 -3.2270 -2.1885 0.09
H 0.1312 -3.8817 -2.4005 0.10
H -2.3909 -5.0928 -3.6712 0.08
H -1.6121 -5.6979 -2.2139 0.08
H -0.7740 -5.7812 -3.7584 0.09
```

## Properties
Strongest force on any atom: 0.0119 Eh/bohr
Total charge: +3
Energy above the lowest of the compared OMol25 structures with the same formula, charge and spin: 0.000 eV
2S+1: 1

---

No. 2
Here is C54H60ClDyGe2O3S6 as an isolated structure at a distorted geometry from the OMol25 dataset. Energies are from ωB97M-V/def2-TZVPD.

Geometry as XYZ:
```
127
Properties=species:S:1:pos:R:3:lowdin_charge:R:1
Dy -0.9900 -1.3249 3.2112 0.68
S 1.2956 -0.2864 4.7634 0.50
C 0.9737 -0.2823 6.4643 -0.74
C 1.8872 0.3632 7.3671 -0.15
C 1.7254 0.3289 8.7647 -0.15
C 0.6588 -0.4180 9.3021 -0.14
C -0.2759 -1.0277 8.4444 -0.16
C -0.1037 -0.9854 7.0545 -0.71
S -1.2481 -1.8963 6.1066 0.53
H 2.7376 0.9827 6.9674 0.09
H 2.4807 0.8460 9.3889 0.08
H 0.5735 -0.4008 10.3924 0.08
H -1.0639 -1.5244 8.9349 0.07
C -1.4388 -5.3273 -4.7276 -0.06
C -0.3935 -4.3793 -4.0797 -0.27
C 0.0561 -3.2839 -4.7454 -0.03
C 1.0006 -2.4209 -4.0981 -0.23
C 1.3116 -1.1628 -4.8050 -0.07
C 1.5401 -2.8091 -2.8314 -0.18
C 1.0985 -3.9806 -2.1999 -0.22
C 1.6546 -4.4319 -0.8890 -0.04
C 0.1103 -4.7775 -2.8353 0.01
C 2.7424 -2.0653 -2.3633 -0.20
C 3.9523 -2.5027 -2.9189 -0.04
C 5.2497 -2.0040 -2.6227 -0.06
C 5.2925 -1.0670 -1.6187 -0.05
C 4.1090 -0.6521 -0.9954 -0.19
C 2.8039 -1.0537 -1.3433 -0.19
Ge 1.2344 -0.5704 -0.2581 -0.03
S 1.2505 -1.7584 1.5718 0.15
S -0.6574 -1.1561 -1.2555 0.39
Ge -1.2974 0.7411 -0.3319 -0.01
S -2.2347 0.4766 1.5925 0.19
S 0.7647 1.5693 -0.3663 0.41
C -2.3726 1.8940 -1.5771 -0.18
C -2.1910 3.2799 -1.7278 -0.21
C -3.1588 4.0313 -2.4831 -0.04
C -4.2250 3.3994 -3.1009 -0.09
C -4.4686 2.0410 -2.8771 -0.03
C -3.5433 1.2785 -2.1242 -0.20
C -3.8006 -0.1945 -1.9719 -0.17
C -3.2575 -1.0713 -2.9451 -0.24
C -2.3085 -0.5083 -4.0321 -0.06
C -3.5726 -2.4136 -2.9883 -0.04
C -4.4329 -2.9533 -2.0662 -0.23
C -4.8888 -4.4063 -2.0547 -0.03
C -4.9289 -2.0435 -1.0900 0.00
C -4.5486 -0.7410 -0.9319 -0.22
C -5.2378 0.1290 0.0969 -0.05
C -1.0379 4.0226 -1.1517 -0.23
C -1.0466 4.4634 0.1285 -0.23
C -2.2563 4.1399 1.0107 -0.01
C 0.0408 5.2179 0.5725 -0.01
C 1.1499 5.5285 -0.2017 -0.27
C 2.2692 6.3671 0.3051 -0.04
C 1.1579 4.9746 -1.4800 -0.04
C 0.0542 4.2834 -2.0193 -0.19
C 0.0973 3.6387 -3.4502 -0.02
C 4.2272 0.2652 0.2305 -0.15
C 4.3867 -0.2994 1.5253 -0.20
C 4.8388 -1.7687 1.7532 -0.04
C 4.2582 0.5588 2.6208 -0.03
C 3.9287 1.8712 2.5019 -0.27
C 3.6266 2.6789 3.7100 -0.05
C 3.8066 2.4336 1.2422 -0.02
C 3.9931 1.6395 0.1166 -0.25
C 3.7926 2.2465 -1.2704 -0.07
H -0.9318 -6.1765 -5.2283 0.08
H -2.0646 -4.8773 -5.5103 0.06
H -2.1743 -5.6643 -4.0167 0.05
H -0.3586 -3.1080 -5.7452 0.12
H 1.6362 -0.3616 -4.0120 0.11
H 0.4304 -0.5977 -5.2591 0.09
H 2.1103 -1.1708 -5.5599 0.07
H 1.2099 -5.4396 -0.7128 0.09
H 1.4219 -3.6740 -0.1256 0.01
H 2.7304 -4.4907 -0.8591 0.08
H -0.0097 -5.6906 -2.3559 0.09
H 3.9384 -3.2649 -3.7234 0.12
H 6.0662 -2.4940 -3.0730 0.08
H 6.2139 -0.6990 -1.2316 0.10
H -2.9821 5.1159 -2.5905 0.12
H -4.9662 4.0174 -3.6262 0.10
H -5.3376 1.5372 -3.2885 0.11
H -1.2818 -0.7440 -3.7037 0.01
H -2.2929 0.5799 -4.2076 0.08
H -2.5284 -0.9882 -4.9760 0.07
H -3.2406 -3.0943 -3.7685 0.11
H -4.2381 -5.0589 -2.6497 0.07
H -5.8487 -4.5147 -2.5722 0.08
H -5.1273 -4.6818 -1.0948 0.04
H -5.5868 -2.4442 -0.3484 0.11
H -4.5030 0.7193 0.6784 0.00
H -5.9113 -0.5151 0.6545 0.07
H -5.7794 0.9223 -0.4166 0.07
H -2.3723 4.8123 1.8694 0.08
H -2.0912 3.1259 1.2976 0.00
H -3.1600 4.1289 0.4060 0.08
H -0.0648 5.6460 1.5859 0.12
H 1.9037 7.0304 1.0194 0.06
H 2.7425 6.8762 -0.4713 0.06
H 2.9919 5.7116 0.7898 0.07
H 1.9788 5.0679 -2.1298 0.09
H 1.1163 3.6380 -3.9436 0.09
H -0.5352 4.2674 -4.0662 0.06
H -0.2217 2.6083 -3.4958 0.06
H 4.0798 -2.4977 1.6330 0.03
H 5.1388 -1.9213 2.7929 0.07
H 5.7384 -1.9624 1.1114 0.08
H 4.3588 0.0619 3.5842 0.11
H 2.6025 2.9971 3.8325 0.09
H 4.0900 3.6274 3.5952 0.06
H 4.0603 2.2805 4.5698 0.05
H 3.6292 3.4966 1.1296 0.10
H 3.1380 1.6837 -1.9441 0.06
H 4.7611 2.3892 -1.7394 0.08
H 3.3057 3.1984 -1.1609 0.04
O -2.5311 0.3338 4.2789 -0.35
H -2.4220 -0.0529 5.2060 -0.01
H -2.1133 1.2421 4.2988 0.07
O -5.9316 -1.3804 3.2517 -0.11
H -5.4784 -2.2137 3.5041 0.00
H -5.1929 -0.8184 2.9727 0.01
O 0.4536 -3.2445 4.0345 -0.30
H -0.0332 -3.2721 4.8770 -0.07
H 1.1559 -2.6502 4.2653 -0.08
Cl -2.8435 -3.0936 3.0571 -0.20
```

## Properties
Strongest force on any atom: 0.0780 Eh/bohr
Total charge: -2
Energy above the lowest of the compared OMol25 structures with the same formula, charge and spin: 0.000 eV
Expectation value of S²: 9.334
2S+1: 6

---

No. 3
Here is a 7-piece molecular cluster, C54H60N7O18P2 overall at a distorted geometry from the OMol25 dataset. Energies are from ωB97M-V/def2-TZVPD.

Geometry as XYZ:
```
141
Properties=species:S:1:pos:R:3:lowdin_charge:R:1
C -3.2815 2.4014 -1.2179 -0.14
C -3.0958 1.1846 -2.1504 -0.37
P -3.3347 -0.4566 -1.3449 1.08
C -4.6848 -1.1822 -2.3466 -0.38
C -4.3456 -1.1822 -3.8712 -0.12
C -1.7653 -1.3996 -1.4469 -0.20
C -1.6855 -2.7747 -1.7828 -0.14
C -2.8860 -3.6503 -1.9984 -0.11
C -3.5889 -3.8612 -0.6099 -0.15
C -3.5726 -5.3013 -0.0563 -0.39
C -2.1631 -5.8762 0.0640 -0.06
C -4.1644 -5.1815 1.3631 -0.07
C -0.4391 -3.4162 -1.8790 0.04
C 0.7179 -2.7159 -1.6193 -0.19
P 2.3550 -3.4965 -1.7698 0.43
O 2.8686 -3.4605 -3.1246 -0.21
O 3.2864 -2.6959 -0.7416 -0.09
O 2.1868 -4.9626 -1.2227 -0.08
N 0.6161 -1.4324 -1.2514 0.16
C -0.5509 -0.7680 -1.1454 -0.17
C -0.3763 0.6270 -0.6310 0.01
C -0.6621 0.6217 0.8657 -0.47
O 0.0553 -0.0318 1.5723 0.12
O -1.6369 1.3839 1.3577 0.11
C -2.4120 0.8559 2.4202 -0.45
C -2.6678 -0.6114 2.5197 0.03
O -2.8369 1.6278 3.1941 0.19
H -2.3978 3.0243 -1.1396 0.07
H -3.6047 2.0580 -0.2440 0.05
H -4.0994 3.0052 -1.5889 0.06
H -2.1528 1.2018 -2.6887 0.05
H -3.8449 1.2775 -2.9295 0.08
H -5.5107 -0.5007 -2.2269 0.03
H -5.0308 -2.1422 -2.0000 0.05
H -4.5170 -2.1638 -4.3048 0.07
H -3.3218 -0.8760 -4.0623 0.06
H -4.9888 -0.4951 -4.4105 0.08
H -2.5356 -4.6214 -2.3255 0.11
H -3.5520 -3.3070 -2.7754 0.09
H -3.0503 -3.2733 0.1345 0.11
H -4.6298 -3.5547 -0.6239 0.10
H -4.2511 -5.9433 -0.6130 0.14
H -1.6876 -5.6325 0.9976 0.02
H -1.5123 -5.6650 -0.7685 0.05
H -2.2638 -6.9627 0.0809 0.10
H -4.5265 -6.1309 1.7423 0.09
H -3.3927 -4.8208 2.0384 0.06
H -4.9474 -4.4280 1.3759 0.08
H -0.3569 -4.4505 -2.1539 0.12
H 2.8122 -2.4857 0.0765 0.08
H 1.6570 -5.0030 -0.3986 0.06
H 1.4742 -0.9377 -1.0400 0.17
H -0.8918 1.3887 -1.1969 0.10
H 0.6792 0.8844 -0.6710 0.14
H -3.5073 -0.7497 3.1838 0.10
H -1.7697 -1.0826 2.9065 0.09
H -2.8939 -1.0715 1.5612 0.05
C 1.4112 1.9463 4.5715 -0.06
C 1.6278 1.9778 3.1987 -0.05
C 2.8210 2.4716 2.6963 0.00
C 3.7832 2.9252 3.5787 -0.16
C 3.5808 2.9104 4.9447 -0.03
C 2.3847 2.4158 5.4427 -0.07
N 5.0595 3.4304 3.0450 -0.35
O 5.1943 3.4449 1.8376 0.08
O 5.8957 3.7974 3.8422 0.09
H 0.4796 1.5561 4.9615 0.11
H 0.8665 1.6118 2.5206 0.07
H 2.9977 2.5004 1.6311 0.12
H 4.3378 3.2751 5.6234 0.13
H 2.2143 2.3973 6.5102 0.12
C 1.9035 5.8846 4.7086 -0.06
C 2.6463 7.0566 4.6521 -0.05
C 2.0556 8.2687 4.9724 0.00
C 0.7257 8.2835 5.3484 -0.15
C -0.0315 7.1287 5.4047 0.00
C 0.5660 5.9216 5.0806 -0.06
N 0.0986 9.5665 5.7100 -0.35
O 0.7809 10.5664 5.6321 0.08
O -1.0622 9.5429 6.0647 0.08
H 2.3670 4.9408 4.4633 0.07
H 3.6877 7.0267 4.3611 0.11
H 2.6269 9.1838 4.9306 0.12
H -1.0701 7.1644 5.6972 0.12
H -0.0115 5.0076 5.1211 0.10
C 3.4738 -4.2937 4.9933 -0.05
C 2.1911 -4.2202 5.5202 -0.05
C 1.0950 -4.5018 4.7227 0.01
C 1.3053 -4.8574 3.4020 -0.14
C 2.5783 -4.9316 2.8577 -0.01
C 3.6667 -4.6457 3.6631 -0.05
N 0.1405 -5.1752 2.5648 -0.31
O -0.9512 -5.0919 3.0667 0.10
O 0.3456 -5.5126 1.3984 0.03
H 4.3272 -4.0789 5.6220 0.11
H 2.0447 -3.9464 6.5553 0.12
H 0.0964 -4.4461 5.1298 0.12
H 2.7324 -5.2140 1.8264 0.11
H 4.6662 -4.7029 3.2555 0.11
C 4.1483 0.2715 -4.5335 -0.05
C 3.4057 -0.7305 -5.1446 -0.05
C 2.0410 -0.5711 -5.3244 0.00
C 1.4442 0.5984 -4.8877 -0.16
C 2.1683 1.6051 -4.2706 -0.01
C 3.5314 1.4352 -4.0938 -0.05
N 0.0002 0.7814 -5.0889 -0.35
O -0.6231 -0.1243 -5.6043 0.07
O -0.4985 1.8240 -4.7042 0.06
H 5.2127 0.1495 -4.3998 0.09
H 3.8896 -1.6349 -5.4849 0.11
H 1.4585 -1.3465 -5.7992 0.12
H 1.6832 2.5104 -3.9362 0.12
H 4.1175 2.2103 -3.6196 0.11
C -11.0397 2.7891 -0.7968 -0.06
C -9.9712 3.5154 -1.3066 -0.06
C -8.7156 2.9382 -1.3867 0.00
C -8.5537 1.6337 -0.9548 -0.15
C -9.6043 0.8962 -0.4383 0.00
C -10.8553 1.4835 -0.3602 -0.06
N -7.2314 1.0102 -1.0571 -0.33
O -6.3134 1.6804 -1.4968 0.06
O -7.1115 -0.1468 -0.7027 0.07
H -12.0203 3.2422 -0.7404 0.11
H -10.1174 4.5316 -1.6442 0.11
H -7.8821 3.4989 -1.7820 0.12
H -9.4563 -0.1190 -0.1025 0.12
H -11.6881 0.9219 0.0387 0.11
C 10.6119 -1.3798 -3.8105 -0.07
C 9.8553 -0.7344 -2.8412 -0.06
C 8.8676 0.1620 -3.2143 0.00
C 8.6524 0.3939 -4.5605 -0.15
C 9.3995 -0.2340 -5.5401 0.00
C 10.3865 -1.1269 -5.1573 -0.06
N 7.5915 1.3282 -4.9638 -0.35
O 6.9571 1.8816 -4.0828 0.05
O 7.4007 1.4913 -6.1495 0.09
H 11.3796 -2.0825 -3.5155 0.11
H 10.0341 -0.9309 -1.7934 0.11
H 8.2775 0.6680 -2.4650 0.12
H 9.2186 -0.0348 -6.5857 0.12
H 10.9787 -1.6277 -5.9101 0.11
```

## Properties
Strongest force on any atom: 0.0369 Eh/bohr
Total charge: +1
2S+1: 1

---

no.,total energy (eV)
1,-141867.2191
2,-277776.6183
3,-122815.0644